Here is C63H54AlO38 as an isolated structure at a distorted geometry from the OMol25 dataset. Energies are from ωB97M-V/def2-TZVPD.

Last column: Mulliken charge in e.
Cartesian coordinates (Å):
Al 0.3344 -4.8791 3.8951  -0.1684
O -4.2434 2.5063 -8.3362  -0.6201
O 7.3458 -4.7987 7.1558  -0.6418
O 2.0650 4.5855 6.5250  -0.5753
O 9.2304 -4.8649 5.2385  -0.6003
O 8.9385 -5.1658 -0.2537  -0.6266
O -0.7845 0.1198 -5.1199  -0.6259
O -2.2865 4.7143 1.5191  -0.3461
O 6.9086 0.1364 0.7989  -0.4914
O -5.8738 0.9374 0.4324  -0.3422
O 11.3705 0.5491 2.1727  -0.6327
O 3.9180 -5.8633 4.1508  -0.3084
O -4.4460 -2.5139 2.8365  -0.4730
O 3.5007 -4.2006 -0.4605  -0.5569
O -3.1486 0.5126 -0.1155  -0.3140
O -5.6906 -0.9466 -1.4682  -0.5950
O 6.2931 1.9337 2.7039  -0.5425
O -7.4686 6.6347 1.6356  -0.5902
O -10.2719 -0.6905 -2.4771  -0.5850
O 1.4267 0.8720 0.8478  -0.5832
O 0.5179 3.7005 -11.5025  -0.5738
O 1.5876 2.5771 -1.2370  -0.7023
O 4.5355 -6.6562 -0.8929  -0.6438
O 5.8262 -6.0244 2.2350  -0.5716
O -6.9098 4.0130 1.2915  -0.5477
O 0.7128 4.7121 2.0356  -0.5850
O -2.8389 7.3245 1.9497  -0.6218
O 3.1010 3.8015 1.1559  -0.5932
O -1.9263 1.6408 -9.4067  -0.5140
O -10.4222 1.2726 -0.6337  -0.6386
O 7.8847 -2.7308 0.2645  -0.5507
O -3.4436 6.9234 -13.6015  -0.5647
O -0.8291 7.5136 -13.8758  -0.6119
O -2.9656 2.1446 -2.2422  -0.6267
O 4.4718 3.7606 5.6379  -0.6478
O -2.0846 3.0674 -11.3048  -0.5435
O -3.1353 0.9083 -4.0723  -0.2537
O 10.7447 2.2834 4.1360  -0.5774
O -5.7698 -4.2782 3.2054  -0.4587
C 6.7735 -5.9933 -0.5977  -0.8294
C 6.9568 -5.0678 6.0310  0.9149
C -1.5664 0.6495 -5.8862  1.1149
C -6.9660 0.5871 -0.2578  0.2253
C -3.7754 1.7291 -6.1651  -0.9126
C -3.7936 6.5894 1.7853  0.8792
C -4.4347 -4.1207 1.0859  -0.4097
C 0.4909 2.1020 -1.0085  1.0449
C 4.8229 -4.3863 -0.3864  0.4501
C -2.1641 1.4487 -8.1007  0.1318
C -6.7989 -0.4759 -1.2911  1.1262
C -5.9590 4.7595 1.4249  0.8515
C -0.4023 4.5124 -12.0435  0.3691
C -2.8610 4.9789 -12.4399  -1.0275
C 7.4663 1.6220 2.6163  0.9764
C -4.1906 -3.2327 0.0381  -0.5064
C 5.6574 -3.3835 -0.0913  -1.0310
C 7.9535 -5.1325 4.9181  0.4458
C -2.0408 0.9558 -0.3531  0.9428
C 1.5544 4.4851 2.8871  1.0124
C -0.6836 2.4139 -1.8169  -0.8496
C 9.7741 1.8022 3.3436  0.4233
C -5.1750 7.0728 1.7999  -0.9819
C 5.3269 -5.7688 -0.6466  0.8392
C -5.0631 -4.3381 5.5863  -0.6603
C 5.5597 -5.3253 5.7156  -0.9835
C 2.2665 4.4248 5.2082  0.4876
C -2.5209 6.0992 -13.0844  0.4565
C 7.6029 -4.9910 -0.3062  0.2019
C -2.0175 -5.2354 5.7714  -0.2930
C -3.5622 5.1304 1.5529  0.1506
C 0.3259 1.1572 0.1392  0.2648
C -3.4745 1.9457 -7.5766  1.0490
C -9.3263 0.7649 -0.7921  0.9826
C -8.1484 1.1648 -0.0311  -0.8626
C 7.5922 -5.4409 3.6704  -1.0566
C -1.8704 1.8798 -1.5163  -0.0751
C -2.8874 1.1215 -5.3686  0.0353
C -1.0900 6.4945 -13.2657  0.9272
C 7.0949 -3.6158 -0.0185  1.0754
C 8.4980 2.1675 3.4949  -1.0209
C -2.4881 -3.8341 5.2574  -0.2769
C 10.1924 0.8360 2.2814  0.9847
C 3.8653 3.7450 3.3635  -0.7708
C -0.4295 -5.2002 5.7932  -1.0892
C 5.1900 -5.6329 4.4626  0.1516
C -5.0941 -5.0751 4.2151  -0.5323
C -7.9811 -0.9001 -2.0392  -1.1404
C -1.2753 0.8448 -7.3039  -0.8814
C -0.8637 0.6241 0.4423  -1.0524
C 6.1927 -5.7250 3.3553  1.0919
C 7.8807 0.6358 1.5719  0.0616
C -1.8301 4.1050 -11.8872  0.8730
C -9.1665 -0.3244 -1.8083  0.3891
C 9.1580 0.2729 1.4188  -0.8127
C -4.5799 4.2803 1.3868  -0.8031
C 3.6226 3.9549 4.7883  0.9683
C -0.0612 5.6308 -12.6909  -0.9010
C -4.8590 -3.5595 2.4390  0.8587
C -6.1913 6.2215 1.6299  0.2855
C 2.9024 3.9895 2.4710  0.2529
C -3.8643 -3.3596 5.8152  -0.9637
C 1.3039 4.6726 4.3148  -1.0759
H 4.8466 -5.2562 6.5248  0.4904
H 2.2626 4.0470 0.7216  0.2458
H 1.9413 -4.8046 3.9740  -0.1261
H -4.4276 3.2218 1.2201  0.6813
H -0.9975 -0.0597 1.2708  0.7225
H 3.9019 -6.0607 3.1967  0.2831
H -5.0471 -2.7265 -0.4832  0.2491
H -0.1730 -3.4989 3.2461  -0.1820
H 0.3205 5.0144 4.6062  0.4450
H 7.1262 -6.9939 -0.8045  0.4066
H -5.7428 -5.9722 4.3572  0.2817
H 3.1238 -5.0727 -0.6815  0.3467
H -8.2728 1.9380 0.7137  0.5713
H 8.3060 -5.4928 2.8587  0.4832
H -1.6782 -3.1140 5.4927  0.5740
H -8.0025 5.8308 1.4954  0.3500
H 2.1466 1.3801 0.4301  0.3072
H -2.6038 -3.9241 4.1539  -0.1638
H 8.1834 2.8664 4.2577  0.4757
H 0.0123 -6.1243 2.9132  -0.2533
H -5.1434 -5.0560 6.4329  0.3954
H -10.9851 -0.1253 -2.1272  0.3455
H -0.0966 -4.3244 6.4002  0.3192
H -0.0111 -6.1691 6.1421  0.3959
H -2.3473 -6.0800 5.1178  0.2698
H -5.9938 -3.7229 5.6266  0.3123
H 11.5676 1.8667 3.8202  0.3448
H -7.8522 -1.6839 -2.7729  0.4672
H -4.7325 2.0769 -5.8021  0.4549
H 6.0870 0.5577 1.1118  0.2709
H -4.1157 -5.4590 3.8691  0.3736
H -1.7425 5.5110 1.6652  0.2867
H 9.4686 -0.4381 0.6662  0.4828
H -5.1463 0.3779 0.0866  0.2378
H -2.9416 7.6516 -14.0121  0.3494
H -2.3414 0.4584 -3.7296  0.2000
H 0.9688 5.9356 -12.8127  0.4213
H -3.1851 -3.0218 -0.3729  0.2283
H -4.0651 -2.3223 5.4710  0.2794
H -5.3292 8.1321 1.9512  0.4230
H 9.3042 -4.2926 -0.0225  0.3332
H -3.6858 1.6407 -1.8193  0.2224
H -3.7380 -3.2775 6.9263  0.4635
H 5.3063 -2.3798 0.1024  0.5501
H -3.8914 4.6809 -12.3041  0.4402
H 2.9093 4.3427 6.9482  0.3433
H 9.2211 -4.6754 6.1952  0.3438
H -2.3744 -5.4883 6.7989  0.2378
H -0.3243 0.4835 -7.6700  0.4306
H 0.0162 2.9679 -11.0959  0.3255
H 4.8436 3.3878 3.0719  0.5179
H -2.7145 2.0952 -9.7552  0.3968
H -4.3574 -5.2180 0.9584  0.3371
H -0.5476 3.0849 -2.6540  0.5607

The calculation puts the strongest force on any atom at 2.61 eV/A. As for the orbital gap: 3.73 eV. The HOMO energy comes out at -4.669 eV. As for the spin multiplicity: 1. Its net charge is -1.